Entry 1:
Here is an isolated molecule of C17H24N2O3 from the OMol25 dataset. Energies are from ωB97M-V with the def2-TZVPD basis set.

Last column: natural (NBO) charge in e.
Atoms and positions in Å:
C 1.0701 2.0317 0.2043  -0.082
H 2.8459 -2.5353 1.6606  0.207
H 1.2724 2.4578 1.2017  0.165
C -1.9131 1.1546 0.1135  -0.374
C 3.8643 0.5730 -1.3998  -0.625
H 5.2445 1.6382 0.7829  0.205
H 0.3409 -4.3803 -1.1414  0.224
C -5.1317 -1.6402 -0.8933  -0.634
H -1.1055 -0.6839 0.5256  0.228
H -5.2566 -0.6722 1.0312  0.202
C -0.8284 0.3302 0.2871  -0.026
O -3.2902 -0.7317 0.4227  -0.535
C 0.3989 -2.3312 -0.3879  -0.214
C 1.5505 -0.3215 0.5113  0.364
C 1.0620 -3.5952 -0.9278  -0.407
C -1.8861 2.5353 -0.1509  0.280
H -5.2864 -0.7107 -1.4355  0.228
H 1.4616 -4.3942 1.0355  0.207
C 2.5562 -2.5764 0.6074  -0.214
N 1.4612 -1.6549 0.3362  -0.390
H -0.0003 -1.6824 -1.1702  0.227
C -4.5759 -1.3395 0.4919  -0.070
H -6.0830 -2.1564 -0.8004  0.214
O -4.2901 1.2554 0.0807  -0.596
C -3.2763 0.6082 0.1957  0.789
O 2.2237 2.0920 -0.6053  -0.533
H 0.3457 2.6715 -0.2953  0.234
C 4.4003 2.2210 0.4235  -0.628
C 3.3207 1.3062 -0.1684  0.289
H 2.7448 0.8050 1.8487  0.237
H 4.7435 2.9142 -0.3390  0.223
C 2.0144 -3.9470 0.2090  -0.407
H 4.7747 0.0305 -1.1569  0.202
H -4.4245 -2.2579 1.0647  0.182
H 1.6223 -3.3745 -1.8370  0.207
H 3.4280 -2.3325 -0.0112  0.193
H 3.6596 -0.4565 1.0269  0.229
N -1.9280 3.6648 -0.3612  -0.327
H 2.8076 -4.6283 -0.0902  0.224
H 3.9904 2.7987 1.2486  0.213
H 4.0811 1.2991 -2.1778  0.228
C 0.5487 0.6170 0.3165  -0.247
C 2.8713 0.2786 0.8984  -0.494
H -0.4145 -2.6135 0.2904  0.192
H -4.4387 -2.2654 -1.4523  0.204
H 3.1176 -0.1195 -1.7816  0.209

Output
Relative energy (zero: lowest compared OMol25 entry of this formula, charge and spin): 66.5 kcal per mole
Gap between HOMO and LUMO: 0.28103 Ha


Entry 2:
Here is a cluster of 3 separate species, C22H25FN2O10 in total from the OMol25 dataset. Energies are from ωB97M-V with the def2-TZVPD basis set.

Last column: natural (NBO) charge in e.
Atoms and positions in Å:
H 0.3440 -1.1587 0.7557  0.181
C 5.8280 -4.2896 5.1882  -0.627
H 0.8993 0.9615 1.8974  0.224
H 3.1740 -0.6417 -2.8751  0.244
H 6.6466 -1.7142 3.7727  0.208
C -4.0600 1.5215 -2.4241  0.180
C -7.0808 -0.4802 -2.8648  -0.556
H 0.1832 -1.7019 3.1098  0.202
C 3.7285 -1.4568 4.9054  0.972
H 5.1518 -5.1426 5.2428  0.236
O 2.7074 -4.0833 0.6619  -0.589
H 6.7335 -4.5917 4.6620  0.224
O -8.7844 1.0178 -3.6945  -0.518
H 1.9263 -1.5233 3.3645  0.205
C -0.4684 2.7590 -3.1075  -0.470
N -5.7190 2.4227 -0.8734  -0.334
C 1.9134 1.0049 -2.2619  0.819
O 1.9659 1.7846 -1.3415  -0.563
N -4.8801 0.5560 -2.9234  -0.375
C -4.4778 2.4122 -1.4331  0.092
H 2.5928 0.4615 2.0532  0.215
C -2.3032 3.4687 -1.5196  0.293
C -1.8706 2.5551 -2.5540  -0.030
H -7.4780 1.3754 -0.9697  0.194
H 1.9202 0.7628 0.4603  0.250
H -0.4891 1.0136 -4.4426  0.199
H 4.0339 0.6809 -2.1093  0.243
C -3.5390 3.3867 -0.9931  -0.244
C -2.7507 1.6202 -2.9682  -0.216
O 4.8578 -0.8708 4.4343  -0.488
H -6.8069 -0.9330 -3.8201  0.274
H -3.8321 4.1064 -0.2303  0.235
H 1.0272 1.8661 -4.3321  0.174
H 6.4020 -1.6743 5.5327  0.185
O 2.2727 -1.8689 0.6607  -0.504
O 1.3976 -3.1735 2.2545  -0.495
C -8.4851 0.1170 -2.9678  0.870
H 0.1428 3.1874 -2.3066  0.267
O 3.9192 -2.7810 5.1194  -0.487
C 0.1728 1.5097 -3.7244  -0.057
H 4.9400 -3.4033 3.4487  0.194
C -6.4628 1.4703 -1.3697  0.010
O -1.4204 4.4371 -1.0751  -0.696
H -0.5068 3.5188 -3.9089  0.221
O 2.7041 -0.8837 5.1032  -0.585
O 0.7122 0.5889 -2.7658  -0.544
H -2.4791 0.9176 -3.7536  0.220
C 5.9133 -1.8311 4.5678  -0.095
H -7.1458 -1.2452 -2.0736  0.245
H -1.6520 5.2508 -1.5389  0.485
C 2.1750 -3.1352 1.1449  0.967
H 6.0901 -4.0266 6.2148  0.215
C 1.2705 -1.0834 1.3343  0.062
C 1.1622 -1.8089 2.6470  -0.098
C 3.2283 0.4542 -2.8155  -0.734
C -6.0692 0.5563 -2.3903  0.180
F -9.4651 -0.4137 -2.1763  -0.341
H 3.5060 0.9151 -3.7714  0.236
C 1.6896 0.3606 1.4471  -0.638
C 5.1610 -3.1333 4.4858  0.059

Output
Gap between HOMO and LUMO: 0.33059 Ha


Entry 3:
Here is a cluster of 2 separate species, C4H12SSi in total from the OMol25 dataset. Energies are from ωB97M-V with the def2-TZVPD basis set.

Last column: natural (NBO) charge in e.
Atoms and positions in Å:
C -1.0841 -1.5284 -0.2639  -1.116
H -0.4790 -2.2128 0.3798  0.236
H -2.4974 2.2721 -0.1186  0.244
Si -1.2884 0.1165 0.7234  1.182
C 1.9322 -0.3718 -0.0624  -0.527
H 3.9298 0.0816 1.3476  0.123
H 1.5193 1.3714 1.0168  0.179
H 1.0003 1.5965 -0.5659  0.204
H -2.0188 -2.0815 -0.5093  0.238
H -3.1930 0.8237 -0.7625  0.237
H -0.6147 -1.3014 -1.2624  0.235
H 1.8989 -1.3206 0.6232  0.226
H -1.5910 1.3983 -1.3792  0.241
C 1.1709 0.8829 0.2175  -0.556
H -1.9034 -0.2116 2.1284  -0.150
H 1.5851 -0.7783 -1.0037  0.221
S 3.8111 -0.0016 -0.0041  -0.102
C -2.1779 1.2647 -0.5046  -1.113

Output
Relative energy (zero: lowest compared OMol25 entry of this formula, charge and spin): 81.2 kcal per mole
Gap between HOMO and LUMO: 0.31603 Ha


Entry 4:
Here is an isolated molecule of C4H11N3O from the OMol25 dataset. Energies are from ωB97M-V with the def2-TZVPD basis set.

Last column: natural (NBO) charge in e.
Atoms and positions in Å:
H 0.2565 1.0318 -0.9888  0.210
H -1.2286 -0.1124 -2.9271  0.386
C -0.4731 0.4493 0.9071  -0.220
H -0.5219 -1.1931 -4.0568  0.405
N 0.0683 -1.0508 -0.9440  -0.645
H -1.2474 1.1910 1.1327  0.196
H -0.0729 1.8115 3.0912  0.192
H 0.6959 0.2882 3.4378  0.161
H -0.7355 -0.5076 1.3987  0.165
H -1.4635 0.3815 -0.9464  0.187
H 0.3970 -1.6210 -0.1848  0.402
C 0.7957 1.2062 2.8339  -0.409
H 1.5435 0.4123 1.0780  0.353
H 1.7294 1.6792 3.1271  0.205
N 0.7855 0.9997 1.4033  -0.623
O 0.6373 -2.6412 -2.4683  -0.657
C 0.0263 -1.6217 -2.1811  0.776
C -0.4268 0.2793 -0.6083  -0.231
N -0.7657 -0.9822 -3.1041  -0.853

Output
Relative energy (zero: lowest compared OMol25 entry of this formula, charge and spin): 13.8 kcal per mole
Gap between HOMO and LUMO: 0.36612 Ha


Entry 5:
Here is a cluster of 2 separate species, C11H16NO2P in total from the OMol25 dataset. Energies are from ωB97M-V with the def2-TZVPD basis set.

Last column: Löwdin spin population.
Atoms and positions in Å:
H -5.3665 -0.2518 1.3763  0.000
H -2.1126 -2.9394 -1.7348  0.000
H 3.3229 2.3441 -2.2186  0.015
C -4.5249 -0.0465 0.7031  0.000
C 2.7316 -1.5027 -0.3021  0.062
H -3.7930 1.8602 1.6229  0.000
H 2.8307 -0.4815 -2.3082  0.006
C 2.6874 -0.1339 1.6633  0.228
H 1.0789 -1.6341 -1.4171  0.007
C -2.0309 -2.0113 -1.2232  0.002
H 2.8754 1.9856 1.2620  0.018
P -1.2889 0.6718 -0.1906  0.002
H -0.3593 0.6443 0.8010  0.003
N 1.4518 -1.0942 -0.6897  0.115
H 3.1062 -2.4600 -0.7599  0.006
H -4.1214 -0.9166 0.2122  0.000
H -4.9584 0.5199 -0.2649  0.000
C 2.8382 -1.3360 1.1619  0.457
C -1.5488 -1.0656 -0.6932  0.001
H -3.0962 0.3162 2.0513  0.000
C 2.7658 0.9268 -0.5508  0.506
O -0.7969 1.4307 -1.3272  0.002
C 2.6297 -0.3793 -1.1614  0.068
C 2.8127 1.0419 0.7972  0.365
O -2.6267 1.3609 0.2781  0.000
H 2.4982 3.0898 -0.6422  0.000
H 1.5216 2.0713 -1.5806  0.028
H 2.7041 -2.1364 1.8896  0.027
H 2.7662 0.1272 2.6642  0.008
C 2.6164 2.2155 -1.3404  0.073
C -3.5014 0.8792 1.2774  0.000

Output
Spin multiplicity: 3
Gap between HOMO and LUMO (spin up / spin down): 0.21114 / 0.29626 Ha
⟨S²⟩: 2.0093


Entry 6:
Here is a cluster of 2 separate species, C3H6S in total from the OMol25 dataset. Energies are from ωB97M-V with the def2-TZVPD basis set.

Last column: natural (NBO) charge in e.
Atoms and positions in Å:
S -2.1623 -0.5092 0.2954  0.170
H -0.5039 -0.2961 -1.5475  0.220
H -0.6847 1.3539 1.0240  0.223
H 1.7607 0.0952 0.6751  0.166
C -1.1740 1.0219 0.1689  -0.522
C 1.5484 -0.7988 0.3150  -0.536
C -0.6431 -0.1370 -0.4092  -0.335
H -1.4857 1.8347 -0.5949  0.221
H 1.7550 -0.8635 -0.8117  0.195
H 1.5895 -1.7011 0.8851  0.198

Output
Relative energy (zero: lowest compared OMol25 entry of this formula, charge and spin): 90.3 kcal per mole
Gap between HOMO and LUMO (spin up / spin down): 0.30307 / 0.30310 Ha


The records above give, respectively, F_max values of 0.02164; 0.03691; 0.09202; 0.02297; 0.16999; 0.13578 hartree/bohr.